{"formula": "C16H21BIrN4O6Se", "method": "the ωB97M-V functional and the def2-TZVPD basis", "spin_multiplicity": 1, "total_charge": -1, "gap_ev": 5.696, "lumo_energy_ev": 2.57, "elements": ["Ir", "O", "C", "O", "C", "C", "N", "N", "C", "C", "O", "O", "H", "H", "H", "N", "C", "C", "C", "C", "C", "N", "H", "H", "H", "H", "H", "H", "C", "C", "C", "O", "B", "O", "C", "C", "C", "H", "H", "H", "H", "H", "H", "H", "H", "H", "H", "H", "H", "Se"], "xyz": [[-1.462, 0.518, -0.550], [-3.411, -2.343, 4.170], [-2.749, -1.254, 4.515], [-2.544, -0.955, 5.671], [-2.255, -0.400, 3.406], [-1.537, 0.769, 3.594], [-1.277, 1.276, 2.382], [-1.794, 0.515, 1.431], [-2.392, -0.516, 2.009], [-2.985, -1.561, 1.099], [-3.552, -2.527, 1.642], [-2.873, -1.351, -0.144], [-3.483, -2.435, 3.162], [-1.218, 1.243, 4.505], [-0.791, 2.115, 2.075], [-3.595, 0.216, -2.726], [-2.431, 0.520, -3.353], [-2.410, 0.868, -4.714], [-1.208, 1.096, -5.331], [-0.029, 0.956, -4.600], [-0.129, 0.644, -3.266], [-1.299, 0.455, -2.632], [-4.436, 0.161, -3.268], [-3.578, -0.254, -1.829], [-3.347, 0.941, -5.249], [-1.179, 1.374, -6.378], [0.943, 1.102, -5.048], [0.750, 0.531, -2.650], [3.095, 0.689, 2.181], [2.541, 0.570, 0.771], [3.322, 1.475, -0.176], [1.183, 1.022, 0.764], [0.449, 0.254, -0.152], [1.257, -0.807, -0.602], [2.409, -0.887, 0.247], [2.079, -1.885, 1.354], [3.594, -1.381, -0.565], [3.163, 1.743, 2.456], [4.097, 0.255, 2.244], [2.451, 0.188, 2.901], [3.180, 2.509, 0.139], [2.945, 1.385, -1.196], [4.390, 1.245, -0.171], [1.248, -1.526, 1.964], [2.936, -2.074, 2.002], [1.773, -2.824, 0.892], [3.744, -0.772, -1.455], [3.415, -2.409, -0.881], [4.509, -1.362, 0.033], [-1.507, 2.887, -0.674]]}

***

{"formula": "C3H9O3P", "method": "the ωB97M-V functional and the def2-TZVPD basis", "spin_multiplicity": 1, "smiles": "C[C@H](O)[C@@H](O)PO", "gap_ev": 9.515, "lumo_energy_ev": 0.45, "elements": ["C", "C", "O", "C", "O", "P", "O", "H", "H", "H", "H", "H", "H", "H", "H", "H"], "xyz": [[-2.190, 0.071, -0.622], [-0.950, -0.666, -0.081], [-1.145, -1.261, 1.097], [0.277, 0.369, -0.020], [0.231, 0.978, 1.308], [1.958, -0.601, -0.126], [3.267, 0.431, 0.033], [-2.019, 1.094, -0.957], [-2.766, -0.606, -1.318], [-2.822, 0.229, 0.199], [-0.533, -1.477, -0.774], [-0.569, -0.954, 1.794], [0.263, 1.198, -0.841], [0.887, 1.525, 1.513], [1.982, -0.391, -1.601], [4.129, 0.060, 0.393]]}

***

{"formula": "C31H20IN7O5S3W", "method": "the ωB97M-V functional and the def2-TZVPD basis", "spin_multiplicity": 1, "gap_ev": [3.397, 3.400], "lumo_energy_ev": [-4.14, -4.14], "elements": ["W", "C", "C", "N", "C", "C", "C", "O", "C", "C", "N", "C", "C", "C", "C", "C", "C", "I", "C", "O", "H", "H", "H", "H", "H", "H", "H", "H", "H", "H", "H", "H", "S", "C", "C", "C", "C", "N", "C", "C", "C", "S", "C", "N", "H", "H", "O", "S", "O", "O", "C", "N", "C", "C", "C", "N", "C", "C", "C", "N", "C", "C", "H", "H", "H", "H", "H", "H"], "xyz": [[-0.758, 1.229, -0.737], [-2.402, 0.215, -5.010], [-2.490, -0.848, -3.962], [-2.735, -2.077, -4.367], [-2.901, -3.058, -3.493], [-2.910, -2.864, -2.124], [-3.130, -3.995, -1.152], [-2.190, -4.000, -0.098], [-2.628, -1.569, -1.640], [-2.680, -1.244, -0.243], [-2.069, -0.167, 0.173], [-2.087, 0.408, 1.455], [-2.622, -0.066, 2.645], [-2.395, 0.695, 3.782], [-1.697, 1.891, 3.709], [-1.215, 2.376, 2.495], [-1.376, 1.623, 1.336], [-2.243, 3.532, -1.106], [-2.314, -0.549, -2.588], [-1.861, 0.633, -2.180], [-2.104, -0.230, -5.957], [-1.709, 1.004, -4.719], [-3.386, 0.669, -5.141], [-3.043, -4.042, -3.918], [-3.120, -4.948, -1.693], [-4.111, -3.889, -0.674], [-1.316, -4.207, -0.448], [-3.237, -1.871, 0.449], [-3.188, -0.982, 2.695], [-2.759, 0.340, 4.734], [-1.510, 2.451, 4.611], [-0.692, 3.327, 2.474], [0.954, 2.439, -2.011], [0.826, 1.367, -3.410], [0.894, 1.911, -4.685], [0.914, 1.086, -5.805], [0.931, 1.650, -7.101], [0.924, 2.114, -8.148], [0.895, -0.312, -5.642], [0.801, -0.856, -4.368], [0.736, -0.032, -3.252], [0.548, -0.769, -1.674], [0.961, -1.180, -6.755], [1.024, -1.914, -7.631], [0.930, 2.983, -4.801], [0.770, -1.925, -4.219], [6.736, 1.565, 6.548], [5.609, 2.349, 6.127], [5.687, 2.961, 4.833], [4.845, 3.046, 7.133], [4.306, 0.987, 5.870], [4.168, 0.108, 6.808], [3.198, -0.790, 6.571], [2.466, -0.776, 5.403], [2.729, 0.242, 4.458], [3.677, 1.158, 4.771], [2.088, 0.399, 3.190], [1.323, -0.617, 2.581], [0.744, -0.398, 1.368], [0.789, 0.793, 0.698], [1.575, 1.760, 1.269], [2.233, 1.598, 2.454], [3.036, -1.520, 7.352], [1.695, -1.508, 5.237], [1.198, -1.579, 3.050], [0.187, -1.202, 0.892], [1.633, 2.697, 0.715], [2.849, 2.382, 2.863]]}

***

{"formula": "C5H10N", "method": "the ωB97M-V functional and the def2-TZVPD basis", "spin_multiplicity": 1, "total_charge": 1, "gap_ev": 4.824, "lumo_energy_ev": -8.18, "elements": ["C", "C", "C", "C", "C", "N", "H", "H", "H", "H", "H", "H", "H", "H", "H", "H"], "xyz": [[3.925, -0.187, -0.110], [2.797, 0.410, 0.272], [-2.491, 0.289, -0.540], [-3.777, 0.264, -0.155], [-0.163, -0.132, 0.042], [-1.521, -0.525, -0.042], [4.890, 0.199, 0.191], [3.936, -1.240, -0.346], [-2.182, 0.903, -1.385], [2.681, 1.486, 0.300], [1.906, -0.162, 0.463], [-4.574, 0.640, -0.779], [-4.061, -0.083, 0.836], [0.008, 0.006, 1.106], [0.334, -0.802, -0.658], [-1.710, -1.067, 0.806]]}

***

{"formula": "C5H10Cl2", "method": "the ωB97M-V functional and the def2-TZVPD basis", "spin_multiplicity": 1, "smiles": "CCC(Cl)(Cl)CC", "gap_ev": 10.776, "lumo_energy_ev": 0.83, "elements": ["C", "C", "C", "Cl", "Cl", "C", "C", "H", "H", "H", "H", "H", "H", "H", "H", "H", "H"], "xyz": [[1.827, -0.852, -1.875], [0.542, -0.913, -0.941], [0.535, 0.353, 0.070], [0.448, 1.782, -0.938], [1.743, 0.479, 1.336], [-1.116, 0.400, 0.794], [-1.135, 1.396, 1.903], [1.921, 0.245, -2.308], [1.880, -1.470, -2.774], [2.632, -1.022, -1.262], [-0.416, -0.703, -1.487], [0.421, -1.865, -0.344], [-1.394, -0.625, 1.207], [-1.643, 0.701, 0.002], [-0.682, 2.373, 1.430], [-2.212, 1.533, 2.178], [-0.494, 1.113, 2.786]]}

***

{"formula": "C24H32N3O4", "method": "the ωB97M-V functional and the def2-TZVPD basis", "spin_multiplicity": 1, "total_charge": 1, "smiles": "CC(C)OC[C@H](O)CN1CC[NH+](CCN2C(=O)c3cccc4cccc(c34)C2=O)CC1", "gap_ev": 7.729, "lumo_energy_ev": -3.57, "elements": ["C", "C", "C", "O", "C", "C", "O", "C", "N", "C", "C", "N", "C", "C", "N", "C", "O", "C", "C", "C", "C", "C", "C", "C", "C", "C", "C", "C", "O", "C", "C", "H", "H", "H", "H", "H", "H", "H", "H", "H", "H", "H", "H", "H", "H", "H", "H", "H", "H", "H", "H", "H", "H", "H", "H", "H", "H", "H", "H", "H", "H", "H", "H"], "xyz": [[-4.579, -0.371, 3.009], [-5.303, -1.020, 1.834], [-6.740, -0.510, 1.726], [-4.532, -0.720, 0.675], [-4.859, -1.459, -0.473], [-3.810, -1.208, -1.567], [-2.546, -1.729, -1.215], [-3.676, 0.314, -1.882], [-2.450, 0.968, -1.504], [-2.135, 0.952, -0.091], [-1.107, 2.048, 0.175], [0.113, 1.766, -0.611], [1.230, 2.685, -0.290], [2.044, 2.175, 0.898], [3.047, 1.177, 0.536], [2.637, -0.106, 0.265], [1.432, -0.356, 0.158], [3.661, -1.124, 0.100], [3.304, -2.446, -0.109], [4.286, -3.423, -0.270], [5.616, -3.086, -0.232], [6.020, -1.750, -0.028], [7.376, -1.360, 0.009], [7.727, -0.048, 0.205], [6.744, 0.929, 0.375], [5.404, 0.585, 0.347], [5.024, -0.757, 0.144], [4.390, 1.615, 0.554], [4.626, 2.786, 0.737], [-0.226, 1.719, -2.047], [-1.277, 0.634, -2.281], [-5.068, -0.639, 3.941], [-3.546, -0.706, 3.041], [-4.594, 0.710, 2.900], [-5.319, -2.114, 1.973], [-7.255, -0.677, 2.667], [-6.740, 0.556, 1.509], [-7.286, -1.028, 0.942], [-4.890, -2.536, -0.235], [-5.844, -1.173, -0.869], [-4.172, -1.724, -2.472], [-2.667, -2.621, -0.869], [-3.799, 0.465, -2.956], [-4.486, 0.836, -1.370], [-3.045, 1.143, 0.475], [-1.733, -0.018, 0.235], [-0.856, 2.085, 1.235], [-1.506, 3.015, -0.139], [0.463, 0.793, -0.320], [0.826, 3.675, -0.068], [1.886, 2.774, -1.159], [1.390, 1.745, 1.661], [2.605, 3.009, 1.330], [2.256, -2.706, -0.139], [3.991, -4.449, -0.426], [6.375, -3.843, -0.358], [8.136, -2.116, -0.122], [8.767, 0.238, 0.231], [7.012, 1.963, 0.535], [0.675, 1.499, -2.621], [-0.621, 2.693, -2.346], [-1.542, 0.618, -3.339], [-0.857, -0.347, -2.012]]}

***

{"formula": "C16H12Cl5F6LuN3O8S2", "method": "the ωB97M-V functional and the def2-TZVPD basis", "spin_multiplicity": 1, "total_charge": -1, "gap_ev": 6.850, "lumo_energy_ev": 2.30, "elements": ["Lu", "Cl", "C", "C", "Cl", "C", "Cl", "C", "O", "C", "O", "C", "Cl", "F", "C", "F", "F", "S", "O", "O", "N", "S", "O", "O", "C", "F", "F", "F", "N", "C", "N", "C", "C", "C", "C", "C", "H", "H", "H", "H", "H", "H", "H", "H", "H", "H", "Cl", "C", "C", "O", "O", "H", "H"], "xyz": [[0.139, 1.310, -0.258], [-2.999, 7.434, 0.230], [-2.212, 5.937, 0.637], [-2.014, 5.584, 1.959], [-2.543, 6.637, 3.240], [-1.384, 4.370, 2.271], [-1.117, 3.883, 3.917], [-0.958, 3.508, 1.271], [-0.377, 2.346, 1.489], [-1.147, 3.883, -0.090], [-0.688, 3.041, -1.006], [-1.773, 5.081, -0.386], [-1.994, 5.487, -2.062], [0.461, -3.013, -3.453], [0.256, -1.725, -3.728], [-0.619, -1.624, -4.726], [1.407, -1.151, -4.073], [-0.339, -0.856, -2.244], [0.593, -1.176, -1.185], [-0.431, 0.575, -2.550], [-1.770, -1.519, -2.042], [-2.706, -0.632, -1.112], [-3.791, -1.374, -0.564], [-1.878, 0.164, -0.185], [-3.559, 0.608, -2.253], [-3.178, 1.839, -2.000], [-3.295, 0.305, -3.523], [-4.870, 0.504, -2.054], [0.352, -0.318, 1.523], [0.695, -1.362, 1.861], [1.057, -2.582, 2.217], [2.459, -2.986, 1.990], [2.488, -4.283, 1.176], [1.308, -4.305, 0.206], [-0.008, -4.444, 0.981], [0.038, -3.633, 2.289], [2.970, -3.091, 2.949], [2.937, -2.179, 1.436], [2.440, -5.154, 1.838], [3.442, -4.342, 0.650], [1.404, -5.115, -0.517], [1.301, -3.373, -0.365], [-0.187, -5.493, 1.229], [-0.843, -4.114, 0.361], [0.279, -4.263, 3.146], [-0.916, -3.156, 2.502], [2.183, 3.771, 0.332], [3.493, 2.594, -0.030], [2.806, 1.274, -0.338], [2.922, 0.333, 0.442], [2.004, 1.310, -1.354], [4.123, 2.514, 0.847], [4.039, 2.972, -0.890]]}

***

{"formula": "C2H4N2S3", "method": "the ωB97M-V functional and the def2-TZVPD basis", "spin_multiplicity": 1, "smiles": "S=C1NN(S)CS1", "gap_ev": 8.853, "lumo_energy_ev": 0.30, "elements": ["S", "C", "N", "N", "S", "C", "S", "H", "H", "H", "H"], "xyz": [[3.209, -1.655, -1.726], [2.061, -1.091, -0.726], [0.822, -0.694, -1.139], [0.034, 0.017, -0.250], [0.205, 1.777, -0.388], [0.351, -0.501, 1.044], [2.147, -0.960, 1.027], [0.669, -0.528, -2.125], [-1.051, 1.941, -0.811], [0.156, 0.218, 1.834], [-0.212, -1.423, 1.210]]}